# 1
44
Properties=species:S:1:pos:R:3:lowdin_charge:R:1 method="wB97M-V/def2-TZVPD" molar_mass_g_mol=475.850 orbital_gap_ev=4.408 charge=-1 spin_multiplicity=1 max_force_ev_per_a=1.48 total_energy_ha=-1663.0055 e_above_lowest_kcal_mol=35.7
Pd 0.573 -0.100 -0.527 0.26
O -0.852 1.765 -1.043 -0.22
N -1.933 1.787 -0.384 -0.08
N -2.229 0.779 0.385 -0.29
O -1.556 -0.312 0.589 -0.22
C -3.436 0.921 1.077 -0.19
C -4.304 1.997 0.865 -0.04
C -5.495 2.062 1.560 -0.12
C -5.844 1.076 2.475 -0.13
C -4.976 0.017 2.697 -0.11
C -3.786 -0.061 2.006 -0.03
H -4.022 2.756 0.153 0.09
H -6.167 2.893 1.386 0.09
H -6.783 1.134 3.009 0.08
H -5.230 -0.755 3.412 0.09
H -3.088 -0.869 2.151 0.10
C -0.396 -4.383 -4.214 -0.04
N 0.364 -3.375 -3.532 -0.15
C 1.677 -3.074 -3.764 -0.10
C 2.015 -2.097 -2.874 -0.16
N 0.938 -1.804 -2.104 -0.03
C -0.039 -2.567 -2.515 -0.16
H 0.245 -4.887 -4.937 0.08
H -1.246 -3.945 -4.742 0.09
H -0.772 -5.125 -3.506 0.09
H 2.239 -3.577 -4.525 0.10
H 2.949 -1.586 -2.734 0.09
H -1.032 -2.561 -2.107 0.13
N 3.162 -1.953 0.605 0.08
C 3.291 -0.661 1.000 -0.67
N 2.448 0.253 0.705 -0.01
C 2.825 1.493 1.103 -0.31
C 2.069 2.644 0.925 -0.01
C 2.576 3.838 1.392 -0.10
C 3.819 3.887 2.019 -0.12
C 4.580 2.744 2.208 -0.12
C 4.074 1.542 1.755 -0.49
S 4.765 -0.064 1.853 0.99
H 2.241 -2.085 0.180 0.06
H 3.473 -2.671 1.242 0.08
H 1.112 2.548 0.418 0.09
H 2.004 4.748 1.277 0.10
H 4.203 4.837 2.367 0.09
H 5.543 2.789 2.696 0.09


# 2
16
Properties=species:S:1:pos:R:3:lowdin_charge:R:1 method="wB97M-V/def2-TZVPD" molar_mass_g_mol=128.200 orbital_gap_ev=7.052 spin_multiplicity=1 max_force_ev_per_a=4.22 total_energy_ha=-702.8445 e_above_lowest_kcal_mol=116.4
C 0.173 0.654 0.005 -0.09
C -1.274 0.851 0.192 -0.38
C -2.235 -0.021 0.395 -0.64
C -1.732 2.235 -0.027 -0.07
C 2.107 -2.330 -0.142 -0.18
N 1.030 -0.329 -0.126 -0.09
N 0.897 -1.618 0.058 -0.08
S -3.439 -0.995 0.488 0.76
H 0.538 1.650 0.027 0.09
H -1.109 3.024 0.563 0.13
H -2.750 2.347 0.177 0.06
H -1.573 2.361 -1.059 0.07
H 2.967 -1.645 -0.097 0.06
H 2.183 -3.096 0.787 0.11
H 2.129 -3.096 -0.867 0.04
H 2.088 0.009 -0.375 0.21


# 3
93
Properties=species:S:1:pos:R:3:lowdin_charge:R:1 method="wB97M-V/def2-TZVPD" molar_mass_g_mol=596.652 orbital_gap_ev=6.693 charge=+1 spin_multiplicity=1 max_force_ev_per_a=9.86 total_energy_ha=-4426.2375
C 6.231 -2.307 -0.360 -0.27
P 4.988 -0.973 0.296 0.91
O 5.976 0.420 0.637 -0.38
C 3.747 -0.669 -1.130 -0.22
C 2.418 -1.681 -1.206 -0.47
Br 2.079 -3.136 0.129 0.70
C 1.320 -1.490 -2.409 -0.01
C -0.069 -2.378 -2.593 -0.21
O -0.075 -3.731 -2.704 0.01
O -1.327 -1.565 -2.682 -0.11
C -2.185 -1.807 -1.511 -0.17
C -3.679 -1.080 -1.665 -0.11
C -4.035 -0.094 -0.386 -0.23
O -5.522 -0.049 -0.240 -0.15
C 1.566 -0.301 -3.531 0.08
C 2.909 0.624 -3.343 0.09
N 3.910 0.435 -2.194 -0.19
N 4.983 1.327 -2.173 0.05
H 7.323 -1.862 -0.262 0.06
H 6.045 -2.529 -1.518 0.08
H 6.163 -3.287 0.300 0.07
H 6.845 0.255 0.128 0.06
H -2.348 -2.986 -1.451 0.14
H -1.720 -1.468 -0.486 0.13
H -3.772 -0.450 -2.665 0.14
H -4.494 -1.926 -1.706 0.12
H -3.567 -0.453 0.635 0.12
H -3.701 1.022 -0.575 0.13
H -5.762 0.391 0.631 0.08
H 0.862 -0.073 -4.439 0.13
H 3.081 1.480 -4.139 0.15
H 5.883 0.850 -1.944 0.10
H 4.715 2.032 -1.431 0.13
C 7.296 3.908 -0.373 -0.12
C 8.686 3.951 0.241 -0.27
C 8.719 3.486 1.699 -0.23
C 7.902 4.338 2.677 -0.23
C 8.279 5.821 2.729 -0.27
C 9.706 6.063 3.197 -0.11
H 6.608 4.588 0.138 0.07
H 7.339 4.211 -1.424 0.07
H 6.880 2.897 -0.329 0.04
H 9.100 4.962 0.149 0.11
H 9.344 3.297 -0.344 0.11
H 9.763 3.450 2.032 0.11
H 8.352 2.454 1.751 0.10
H 8.010 3.909 3.682 0.11
H 6.837 4.256 2.429 0.10
H 7.596 6.328 3.422 0.11
H 8.128 6.290 1.751 0.10
H 9.867 5.639 4.193 0.08
H 9.908 7.137 3.249 0.07
H 10.436 5.622 2.511 0.07
C -7.075 -6.004 -4.837 -0.11
C -5.848 -6.789 -4.401 -0.27
C -5.166 -6.207 -3.160 -0.23
C -4.607 -4.790 -3.325 -0.23
C -3.587 -4.614 -4.453 -0.26
C -2.327 -5.443 -4.259 -0.11
H -6.816 -4.983 -5.131 0.07
H -7.544 -6.488 -5.700 0.07
H -7.815 -5.956 -4.033 0.08
H -5.139 -6.861 -5.233 0.10
H -6.158 -7.817 -4.173 0.11
H -4.360 -6.884 -2.853 0.10
H -5.884 -6.201 -2.330 0.11
H -4.143 -4.490 -2.376 0.09
H -5.434 -4.088 -3.488 0.10
H -3.302 -3.555 -4.500 0.10
H -4.040 -4.853 -5.420 0.10
H -1.833 -5.188 -3.316 0.05
H -1.621 -5.251 -5.074 0.07
H -2.545 -6.515 -4.257 0.07
C -6.078 4.314 6.190 -0.11
C -5.285 3.016 6.182 -0.27
C -4.513 2.787 4.880 -0.23
C -5.377 2.651 3.622 -0.23
C -6.423 1.533 3.661 -0.27
C -5.815 0.146 3.793 -0.11
H -6.853 4.318 5.418 0.07
H -6.574 4.445 7.157 0.07
H -5.422 5.174 6.027 0.08
H -5.953 2.173 6.388 0.10
H -4.565 3.046 7.009 0.11
H -3.892 1.890 4.994 0.10
H -3.813 3.618 4.731 0.11
H -4.713 2.486 2.763 0.10
H -5.888 3.602 3.426 0.10
H -7.005 1.571 2.732 0.10
H -7.134 1.702 4.475 0.10
H -5.132 -0.062 2.963 0.06
H -6.603 -0.614 3.780 0.08
H -5.264 0.033 4.731 0.07


# 4
69
Properties=species:S:1:pos:R:3:lowdin_charge:R:1 method="wB97M-V/def2-TZVPD" molar_mass_g_mol=685.848 orbital_gap_ev="5.995 / 5.996" spin_multiplicity=1 max_force_ev_per_a=3.41 total_energy_ha=-3999.1745 e_above_lowest_kcal_mol=0.9
Sc -0.745 -2.830 0.426 0.99
C 1.679 9.218 2.200 -0.01
O 1.664 8.509 3.512 -0.11
C 1.220 7.266 3.595 -0.35
C -0.012 6.842 3.033 -0.01
C -0.288 5.474 2.902 -0.02
C 0.523 4.531 3.517 -0.31
C 1.713 4.988 4.017 -0.04
C 2.044 6.300 4.136 -0.01
N 0.110 3.229 3.557 0.05
N 0.947 2.390 4.060 0.08
C 0.699 1.093 3.917 -0.27
C 1.723 0.152 4.217 0.02
C 1.774 -1.080 3.567 0.01
C 0.731 -1.412 2.646 -0.33
O 0.827 -2.369 1.792 -0.13
C -0.492 -0.648 2.790 -0.11
N -1.587 -1.264 2.131 0.03
C -2.740 -0.581 2.008 -0.09
C -2.780 0.752 2.484 -0.04
C -1.777 1.264 3.274 0.01
C -0.489 0.637 3.332 -0.10
H 1.774 10.317 2.416 0.10
H 0.702 8.969 1.694 0.09
H 2.574 8.927 1.637 0.08
H -0.745 7.590 2.699 0.11
H -1.133 5.133 2.319 0.11
H 2.333 4.233 4.387 0.09
H 2.976 6.604 4.626 0.13
H 2.492 0.447 4.863 0.09
H 2.688 -1.654 3.511 0.11
H -3.492 -1.105 1.426 0.12
H -3.624 1.384 2.183 0.11
H -1.894 2.216 3.797 0.10
N 1.060 -2.408 -1.078 0.00
C 0.581 -1.959 -2.381 -0.26
C 1.739 -1.306 -3.183 -0.12
C 1.432 -0.735 -4.617 -0.16
C 0.804 -1.715 -5.581 -0.14
N -0.546 -2.092 -5.138 0.07
C -1.099 -3.278 -4.996 -0.45
N -2.289 -3.413 -4.343 0.21
N -0.611 -4.326 -5.673 0.20
C -0.751 -1.112 -2.024 -0.56
O -1.274 -0.462 -2.943 0.01
O -1.120 -1.154 -0.816 -0.07
H 1.587 -1.659 -0.554 0.14
H 1.670 -3.228 -1.149 0.12
H 0.251 -2.901 -2.912 0.14
H 2.567 -1.995 -3.278 0.11
H 2.189 -0.436 -2.594 0.14
H 2.453 -0.435 -4.864 0.12
H 0.910 0.190 -4.550 0.11
H 1.301 -2.667 -5.735 0.11
H 0.569 -1.251 -6.522 0.12
H -0.888 -1.334 -4.477 0.13
H -2.463 -2.715 -3.617 0.12
H -2.482 -4.359 -4.029 0.05
H 0.211 -4.230 -6.272 0.12
H -1.068 -5.230 -5.603 0.13
N -3.060 -4.660 2.219 -0.04
C -2.236 -3.926 1.806 -0.30
Cl 0.066 -6.820 -2.261 0.56
C -1.369 -6.359 -1.261 -1.42
Cl -1.578 -7.461 0.086 0.69
Cl -2.717 -6.502 -2.488 0.56
C -1.165 -4.919 -0.755 -0.75
O -0.201 -4.766 0.050 -0.11
O -1.868 -3.898 -1.139 -0.09


# 5
12
Properties=species:S:1:pos:R:3:lowdin_charge:R:1 method="wB97M-V/def2-TZVPD" molar_mass_g_mol=90.078 smiles="O=C(CO)CO" orbital_gap_ev=11.391 spin_multiplicity=1 max_force_ev_per_a=0.51 total_energy_ha=-343.6072 e_above_lowest_kcal_mol=29.7
O 0.765 -0.094 -1.213 0.08
C 0.117 -0.023 -0.182 -0.30
C -1.329 -0.501 -0.250 -0.19
O -1.526 -1.171 -1.464 -0.05
C 0.856 0.508 1.046 -0.19
O 1.969 1.236 0.618 -0.05
H -1.561 -1.120 0.636 0.14
H -2.014 0.360 -0.195 0.13
H -0.810 -0.865 -2.056 0.09
H 1.156 -0.371 1.650 0.14
H 0.229 1.139 1.689 0.13
H 2.148 0.901 -0.279 0.08


# 6
17
Properties=species:S:1:pos:R:3:lowdin_charge:R:1 method="wB97M-V/def2-TZVPD" molar_mass_g_mol=98.149 orbital_gap_ev=8.712 spin_multiplicity=1 max_force_ev_per_a=3.89 total_energy_ha=-305.8562 e_above_lowest_kcal_mol=105.2
C -2.122 0.154 0.758 0.00
C 0.156 1.398 0.732 -0.18
C -1.319 1.153 1.134 -0.15
C 0.603 0.215 -1.283 -0.12
C 1.050 -1.090 -1.983 -0.11
N 0.670 0.314 -0.044 -0.24
N 1.303 -0.740 0.899 0.11
H -1.643 -0.389 -0.020 0.03
H -3.167 -0.005 0.939 0.05
H 0.052 2.291 -0.030 0.15
H 0.826 1.669 1.531 0.11
H -1.781 1.967 1.718 0.09
H 0.377 -1.853 -1.546 0.07
H 2.049 -1.490 -1.724 0.07
H 0.685 -0.957 -2.939 0.02
H 0.543 -1.087 1.426 0.04
H 1.719 -1.550 0.432 0.06